DFT (ωB97M-V with the def2-TZVPD basis set) results for a molecular structure, C35H45Cl5GeIrN5OS7Si3 in a non-equilibrium geometry.

```
103
Properties=species:S:1:pos:R:3
Ir 13.28 15.97 12.22
Cl 7.70 15.33 16.96
C 8.79 15.33 15.65
C 10.17 15.02 15.81
Cl 10.73 14.52 17.30
C 11.08 15.18 14.78
Cl 12.80 14.99 14.97
C 10.58 15.62 13.54
O 11.32 15.85 12.41
C 9.17 15.71 13.35
Cl 8.59 15.62 11.79
C 8.28 15.64 14.38
Cl 6.59 15.68 14.10
C 12.91 20.89 11.34
N 13.94 20.68 12.35
C 14.91 21.66 12.69
C 15.51 21.22 13.81
N 14.98 19.96 14.15
C 13.95 19.64 13.23
S 12.95 18.32 13.19
C 15.40 19.20 15.31
C 15.38 19.78 16.58
C 15.63 18.92 17.63
C 16.02 17.57 17.42
C 16.11 17.14 16.11
N 15.75 17.97 15.10
H 12.20 21.72 11.62
H 12.42 19.94 11.27
H 13.45 21.23 10.41
H 15.20 22.51 12.04
H 16.46 21.57 14.30
H 14.99 20.77 16.73
H 15.63 19.30 18.70
H 16.24 17.05 18.31
H 16.44 16.19 15.74
C 14.57 12.80 9.34
Si 12.79 13.42 9.39
C 11.91 12.59 10.77
C 12.05 13.07 7.69
Ge 13.00 15.89 9.71
Si 10.76 16.71 8.93
C 9.37 15.42 8.79
C 10.19 17.94 10.19
C 10.77 17.47 7.17
Si 14.41 16.75 8.06
C 16.16 16.17 8.40
C 13.90 16.34 6.26
C 14.22 18.67 8.35
H 15.04 13.01 8.40
H 14.54 11.69 9.38
H 15.18 13.06 10.24
H 12.58 11.90 11.30
H 11.04 12.02 10.38
H 11.59 13.21 11.65
H 11.51 13.94 7.27
H 11.34 12.19 7.77
H 12.91 12.82 7.03
H 9.51 14.47 9.40
H 9.19 15.09 7.76
H 8.51 15.90 9.29
H 10.72 17.90 11.18
H 9.11 17.93 10.26
H 10.37 18.92 9.73
H 10.58 16.73 6.40
H 11.69 18.04 6.99
H 9.96 18.22 7.11
H 16.47 15.48 7.55
H 16.19 15.64 9.34
H 16.86 17.06 8.43
H 13.84 17.24 5.59
H 12.97 15.77 6.31
H 14.70 15.67 5.90
H 13.97 19.07 7.31
H 15.16 19.17 8.59
H 13.41 19.02 9.01
N 14.81 13.38 13.28
C 15.60 14.39 12.83
N 15.14 15.54 12.28
C 16.12 16.52 12.14
C 16.02 17.76 11.49
C 17.18 18.51 11.38
C 18.33 18.15 12.01
C 18.52 16.91 12.61
C 17.35 16.07 12.65
S 17.38 14.35 13.09
H 13.97 13.69 13.86
H 15.32 12.59 13.65
H 15.05 18.05 11.00
H 17.08 19.55 10.95
H 19.18 18.77 11.96
H 19.36 16.59 13.21
C 8.26 7.10 14.06
S 8.64 8.66 13.31
C 10.27 8.64 12.86
C 11.27 9.32 13.52
S 11.12 10.64 14.56
S 12.88 8.62 13.16
C 12.45 7.41 11.96
S 13.52 6.37 11.20
S 10.71 7.40 11.67
H 9.11 6.41 14.00
H 7.37 6.67 13.58
H 8.03 7.24 15.12
```

⟨S²⟩: 6.08
Charge: +2
Kohn-Sham gap (alpha / beta), eV: 5.840 / 3.688
Spin multiplicity: 5
HOMO energy (alpha / beta), eV: -11.7 / -12.0
E_LUMO (alpha / beta), eV: -5.8 / -8.3



DFT (ωB97M-V with the def2-TZVPD basis set) results for a molecular structure, C35H46AsBrMoN6O4S6Si.

```
101
Properties=species:S:1:pos:R:3
Mo 0.51 0.01 -0.54
S 2.17 -2.05 3.47
As 2.79 -0.82 1.88
S 2.25 -1.80 -0.06
S 1.26 0.81 1.61
S 4.74 -0.05 1.82
S 2.55 0.28 -1.97
C 2.14 1.75 -2.81
N 2.58 2.19 -3.94
N 3.40 1.34 -4.59
C 3.92 1.66 -5.82
C 4.75 0.74 -6.48
C 5.28 1.04 -7.71
C 5.00 2.25 -8.34
C 4.18 3.16 -7.69
C 3.64 2.88 -6.44
N 1.28 2.66 -2.17
N 0.61 2.17 -1.25
C -0.14 3.17 -0.54
C -1.46 3.42 -0.86
C -2.14 4.41 -0.17
C -1.50 5.13 0.83
C -0.18 4.87 1.14
C 0.52 3.88 0.46
H 3.58 0.43 -4.17
H 4.97 -0.21 -6.00
H 5.92 0.31 -8.20
H 5.42 2.48 -9.31
H 3.95 4.11 -8.15
H 3.00 3.59 -5.94
H -1.96 2.84 -1.63
H -3.18 4.59 -0.41
H -2.04 5.89 1.38
H 0.32 5.42 1.94
H 1.54 3.63 0.71
C -0.56 -1.59 -4.62
C -1.07 -2.85 -4.34
C -1.20 -3.25 -3.03
C -0.81 -2.39 -2.01
N -0.25 -1.21 -2.29
C -0.15 -0.81 -3.56
C -1.02 -2.69 -0.58
C -1.75 -3.78 -0.15
C -1.98 -3.93 1.21
C -1.48 -3.00 2.08
C -0.76 -1.93 1.58
N -0.53 -1.79 0.28
H -0.46 -1.22 -5.63
H -1.38 -3.50 -5.15
H -1.61 -4.22 -2.80
H 0.26 0.18 -3.71
H -2.18 -4.48 -0.85
H -2.56 -4.78 1.57
H -1.62 -3.07 3.15
H -0.33 -1.17 2.22
O -3.24 -0.92 -0.09
S -2.81 0.33 -0.71
O -3.61 1.48 -0.31
O -1.37 0.64 -0.13
O -2.65 0.22 -2.16
C -2.79 4.10 4.07
C -3.42 3.17 5.11
C -4.61 3.91 5.76
C -2.35 2.94 6.19
Si -3.95 1.49 4.33
Br -2.33 0.91 2.93
C -5.52 1.65 3.21
C -6.82 1.65 4.03
C -5.44 2.95 2.40
C -5.59 0.52 2.16
C -4.09 0.08 5.65
C -4.77 -1.16 5.06
C -2.70 -0.38 6.12
C -4.89 0.52 6.88
H -2.46 5.02 4.57
H -3.49 4.38 3.28
H -1.93 3.64 3.59
H -4.24 4.80 6.28
H -5.15 3.30 6.49
H -5.32 4.25 5.01
H -1.97 3.92 6.52
H -1.50 2.38 5.79
H -2.73 2.43 7.07
H -6.84 2.44 4.78
H -7.00 0.70 4.53
H -7.66 1.83 3.35
H -5.51 3.84 3.02
H -6.29 2.97 1.70
H -4.53 2.99 1.80
H -5.61 -0.48 2.60
H -4.76 0.57 1.45
H -6.52 0.65 1.59
H -4.26 -1.51 4.16
H -5.82 -0.98 4.81
H -4.74 -1.97 5.80
H -2.07 -0.69 5.28
H -2.82 -1.25 6.79
H -2.16 0.38 6.67
H -5.91 0.80 6.63
H -4.43 1.35 7.41
H -4.95 -0.32 7.59
```

⟨S²⟩: 2.03
Charge: -2
Relative energy (zero: lowest compared OMol25 entry of this formula, charge and spin), eV: 0.000
Kohn-Sham gap (alpha / beta), eV: 5.916 / 5.809
Spin multiplicity: 3
HOMO energy (alpha / beta), eV: -2.1 / -2.2
E_LUMO (alpha / beta), eV: 3.8 / 3.6



DFT (ωB97M-V with the def2-TZVPD basis set) results for a single C35H46ClN5O9S molecule in a non-equilibrium geometry.

```
97
Properties=species:S:1:pos:R:3
C 2.19 5.64 1.92
C 2.14 4.34 2.17
C 3.25 3.42 1.90
C 3.45 2.22 2.76
C 3.00 2.02 1.34
N 1.66 1.59 1.13
C 0.79 2.26 0.33
O 1.01 3.33 -0.18
C -0.60 1.60 0.25
N -0.52 0.17 -0.03
C 0.40 -0.26 -0.91
O 1.10 0.56 -1.50
C 0.62 -1.76 -1.07
N 1.98 -2.07 -0.66
C 2.33 -1.86 0.63
O 1.57 -1.38 1.46
O 3.57 -2.30 0.87
C 4.02 -2.49 2.24
C 4.20 -1.14 2.92
H 3.24 -0.66 3.08
H 4.82 -0.49 2.31
H 4.69 -1.28 3.89
C 5.37 -3.21 2.10
H 6.12 -2.54 1.69
H 5.70 -3.54 3.08
H 5.26 -4.07 1.45
C 3.05 -3.38 3.01
H 3.44 -3.57 4.00
H 2.08 -2.89 3.10
H 2.91 -4.32 2.48
H 2.72 -2.03 -1.35
H -0.04 -2.29 -0.37
C 0.31 -2.26 -2.50
C 1.21 -1.60 -3.55
H 2.25 -1.83 -3.39
H 0.93 -1.96 -4.54
H 1.10 -0.52 -3.53
C 0.50 -3.78 -2.53
H 1.53 -4.03 -2.29
H 0.27 -4.16 -3.52
H -0.15 -4.27 -1.81
C -1.15 -1.92 -2.80
H -1.42 -2.28 -3.79
H -1.82 -2.39 -2.08
H -1.31 -0.85 -2.78
C -1.39 -0.61 0.82
H -2.02 -1.29 0.24
C -2.25 0.43 1.54
C -1.36 1.67 1.57
H -1.95 2.58 1.65
H -0.68 1.60 2.41
H -2.55 0.08 2.53
O -3.42 0.75 0.80
C -4.43 -0.13 0.86
N -4.28 -1.24 1.53
C -5.30 -2.12 1.61
C -6.52 -1.91 1.02
C -6.72 -0.71 0.27
C -7.93 -0.40 -0.38
C -8.07 0.76 -1.08
C -6.99 1.66 -1.16
C -5.80 1.40 -0.54
C -5.65 0.21 0.18
H -4.97 2.09 -0.60
Cl -7.20 3.13 -2.05
H -8.99 1.00 -1.57
H -8.74 -1.11 -0.31
O -7.59 -2.76 1.08
C -7.45 -3.94 1.82
H -8.41 -4.45 1.74
H -6.66 -4.59 1.41
H -7.23 -3.74 2.87
H -5.07 -3.00 2.19
H -0.80 -1.19 1.54
H -1.15 2.10 -0.56
H 1.45 0.63 1.39
C 4.07 1.53 0.40
O 5.25 1.69 0.66
N 3.65 0.85 -0.69
H 2.67 0.86 -0.97
S 4.61 0.27 -1.97
O 4.48 1.18 -3.07
O 4.15 -1.08 -2.19
C 6.29 0.22 -1.41
C 7.10 -0.89 -2.02
C 6.64 -0.99 -0.60
H 5.82 -1.66 -0.39
H 7.36 -0.87 0.20
H 6.60 -1.50 -2.75
H 8.14 -0.70 -2.22
H 6.70 1.19 -1.21
H 4.46 1.93 3.00
H 2.72 2.03 3.54
H 4.15 3.90 1.51
H 1.26 3.90 2.62
H 1.36 6.29 2.14
H 3.05 6.10 1.47
```

Kohn-Sham gap, eV: 8.460
Spin multiplicity: 1
HOMO energy, eV: -8.3
E_LUMO, eV: 0.2